Record 1
A structure of composition C26H27N4O6PRe. Source: OMol25; level of theory: ωB97M-V with the def2-TZVPD basis set.

```
65
C26H27N4O6PRe (ωB97M-V with the def2-TZVPD basis set)
Re -0.251 0.180 0.069
O 0.448 -2.253 -3.042
C 0.552 -1.651 -2.026
O -0.320 -0.668 -1.654
C 1.620 -1.864 -0.994
C 2.658 -2.747 -1.190
C 3.631 -2.845 -0.202
C 3.522 -2.053 0.929
C 2.442 -1.194 1.055
N 1.503 -1.110 0.111
H 2.690 -3.330 -2.099
H 4.462 -3.527 -0.318
H 4.261 -2.095 1.716
H 2.308 -0.568 1.928
C -2.871 -2.534 3.148
C -1.514 -2.774 2.977
C -0.768 -1.962 2.142
C -1.348 -0.906 1.411
C -2.720 -0.677 1.643
C -3.476 -1.474 2.482
H -3.455 -3.163 3.806
H -1.038 -3.591 3.503
H 0.288 -2.178 2.045
H -3.220 0.154 1.161
H -4.528 -1.271 2.626
C -3.574 2.444 -3.410
N -2.457 3.341 -2.841
C -3.096 4.308 -1.827
N -3.798 3.591 -0.822
C -4.829 2.741 -1.421
N -4.258 1.778 -2.361
C -3.455 0.750 -1.697
P -2.037 1.515 -0.794
C -1.377 2.524 -2.201
C -2.923 2.864 0.100
H -3.103 1.743 -4.098
H -4.247 3.109 -3.952
H -2.055 3.889 -3.605
H -3.777 4.938 -2.400
H -2.291 4.911 -1.410
H -5.539 3.375 -1.953
H -5.362 2.210 -0.634
H -3.066 0.037 -2.427
H -4.085 0.191 -1.006
H -0.951 1.855 -2.951
H -0.591 3.188 -1.841
H -2.201 3.549 0.551
H -3.518 2.444 0.912
O 0.964 1.912 -0.286
C 1.103 2.119 0.977
O 0.488 1.241 1.692
C 1.852 3.221 1.527
C 1.851 3.404 2.911
C 2.556 4.447 3.498
C 3.251 5.277 2.644
O 4.007 6.334 2.962
C 4.519 6.876 1.735
O 4.023 6.050 0.678
C 3.254 5.096 1.255
C 2.568 4.078 0.663
H 1.288 2.719 3.530
H 2.568 4.605 4.566
H 5.607 6.838 1.752
H 4.149 7.893 1.611
H 2.584 3.918 -0.406
```

Total charge ... +2
ΔE to the lowest compared entry with this formula, charge and spin ... 1.1 kcal per mole
Kohn-Sham gap (alpha / beta) ... 0.2284 / 0.2261 hartree
Spin multiplicity ... 2

=====

Record 2
An isolated molecule of C26H27N5O3S at a distorted geometry. Source: OMol25; level of theory: ωB97M-V with the def2-TZVPD basis set.

```
62
C26H27N5O3S (ωB97M-V with the def2-TZVPD basis set)
C -0.442 0.418 4.565
C -0.793 0.739 3.115
C -0.608 2.222 2.819
N 0.006 -0.088 2.227
C -0.470 -1.084 1.450
S -2.171 -1.364 1.234
C -2.128 -2.474 -0.218
C -2.797 -1.733 -1.368
O -3.958 -1.937 -1.650
N -2.059 -0.755 -1.958
C -0.647 -0.645 -1.909
C 0.090 -1.748 -2.341
C 1.467 -1.721 -2.368
C 2.132 -0.579 -1.952
C 1.405 0.519 -1.545
C 0.011 0.525 -1.531
C -0.644 1.825 -1.137
C -2.168 1.822 -0.995
C -2.813 1.503 -2.311
C -3.456 2.452 -3.089
C -4.023 2.096 -4.301
C -3.951 0.788 -4.748
C -3.301 -0.170 -3.989
C -2.733 0.197 -2.782
N 0.473 -1.818 0.883
C 1.629 -1.271 1.313
C 1.389 -0.185 2.146
C 2.460 0.586 2.698
O 2.376 1.551 3.438
N 3.705 0.108 2.277
C 4.887 0.814 2.747
C 3.969 -0.999 1.488
O 5.102 -1.335 1.223
N 2.880 -1.699 1.014
C 3.104 -2.925 0.279
H -0.517 -0.652 4.750
H -1.127 0.935 5.231
H 0.570 0.750 4.781
H -1.834 0.452 2.919
H 0.431 2.503 2.969
H -0.907 2.454 1.800
H -1.225 2.802 3.498
H -2.723 -3.351 0.030
H -1.082 -2.724 -0.367
H -0.444 -2.626 -2.675
H 2.017 -2.578 -2.723
H 3.211 -0.540 -1.957
H 1.923 1.415 -1.232
H -0.373 2.569 -1.894
H -0.193 2.154 -0.197
H -2.472 1.087 -0.246
H -2.490 2.808 -0.653
H -3.525 3.472 -2.738
H -4.529 2.842 -4.896
H -4.400 0.511 -5.690
H -3.244 -1.195 -4.320
H 5.519 0.135 3.320
H 5.457 1.183 1.895
H 4.553 1.640 3.370
H 2.172 -3.198 -0.205
H 3.418 -3.717 0.962
H 3.894 -2.765 -0.453
```

ΔE to the lowest compared entry with this formula, charge and spin ... 0.0 kcal per mole
Structure (SMILES) ... CC(C)n1c(SCC(=O)N2c3ccccc3CCc3ccccc32)nc2c1c(=O)n(C)c(=O)n2C
Kohn-Sham gap ... 0.3207 hartree

=====

Record 3
A structure of composition C26H28As2F6IN2PZn at a distorted geometry. Source: OMol25; level of theory: ωB97M-V with the def2-TZVPD basis set.

```
67
C26H28As2F6IN2PZn (ωB97M-V with the def2-TZVPD basis set)
Zn -2.670 -1.452 -1.009
C 0.414 -3.995 0.840
C -0.242 -5.224 0.912
C -1.558 -5.306 0.474
C -2.163 -4.192 -0.193
N -1.483 -3.022 -0.171
C -0.223 -2.905 0.278
C -3.431 -4.152 -0.912
C -4.123 -5.341 -1.170
C -5.340 -5.271 -1.871
C -5.796 -4.002 -2.363
C -5.078 -2.859 -2.119
C -3.974 -2.887 -1.310
H 1.422 -3.898 1.202
H 0.130 -6.139 1.355
H -2.128 -6.186 0.598
H 0.148 -1.888 0.309
H -3.785 -6.296 -0.880
H -5.822 -6.123 -2.212
H -6.710 -4.122 -2.928
H -5.403 -1.943 -2.572
C 2.905 -0.682 3.193
As 3.125 0.439 1.601
C 4.586 -0.403 0.659
C 3.625 2.228 2.215
C 4.334 2.573 3.376
C 4.444 3.915 3.718
C 3.920 4.914 2.894
C 3.364 4.587 1.667
C 3.276 3.257 1.332
As 2.577 2.468 -0.334
C 3.921 2.766 -1.747
C 1.163 3.676 -0.798
H 3.708 -1.523 3.139
H 1.906 -1.150 3.139
H 2.992 -0.128 4.069
H 5.497 -0.390 1.265
H 4.874 0.107 -0.330
H 4.269 -1.411 0.516
H 4.493 1.782 4.077
H 4.951 4.202 4.621
H 4.000 5.949 3.250
H 2.814 5.288 1.012
H 3.620 3.726 -2.254
H 3.750 1.949 -2.469
H 4.913 2.790 -1.460
H 1.442 4.508 -1.455
H 0.792 4.156 0.140
H 0.364 3.146 -1.315
I 0.014 -0.146 -3.351
C -1.780 0.915 -2.809
C -2.024 2.212 -3.278
C -3.200 2.841 -2.938
C -4.056 2.316 -2.084
C -3.717 1.018 -1.701
N -2.663 0.312 -2.045
H -1.364 2.761 -3.909
H -3.305 3.864 -3.318
H -4.983 2.931 -1.788
H -4.429 0.520 -1.031
F -0.106 0.021 -0.066
P -0.906 0.720 1.232
F 0.450 1.504 1.526
F -1.729 1.384 2.368
F -2.185 -0.146 0.799
F -1.319 1.884 0.225
F -0.506 -0.448 2.189
```

Total charge ... +1
Kohn-Sham gap (alpha / beta) ... 0.2991 / 0.2106 hartree
Spin multiplicity ... 2

=====

Record 4
A structure of composition C26H28AsBrCuN4O2S. Source: OMol25; level of theory: ωB97M-V with the def2-TZVPD basis set.

```
64
C26H28AsBrCuN4O2S (ωB97M-V with the def2-TZVPD basis set)
Cu 0.292 0.782 0.342
O 0.253 2.168 1.832
N -0.343 1.794 2.935
C -0.562 2.759 3.856
C -1.203 2.527 5.041
C -1.636 1.227 5.315
C -1.394 0.244 4.395
C -0.722 0.480 3.164
S -0.427 -0.762 2.031
H -0.181 3.724 3.562
H -1.357 3.346 5.731
H -2.156 0.998 6.240
H -1.709 -0.776 4.572
Br -7.371 -2.751 -1.533
C -6.000 -2.223 -2.768
C -6.340 -1.487 -3.896
C -5.359 -1.120 -4.799
C -3.988 -1.456 -4.615
C -3.689 -2.211 -3.435
C -4.679 -2.589 -2.541
N -3.133 -1.156 -5.624
N -1.792 -1.236 -5.514
C -1.061 -0.767 -4.452
C 0.262 -1.235 -4.357
C 1.092 -0.985 -3.267
C 0.675 -0.238 -2.154
O 1.414 -0.045 -1.100
C -0.628 0.381 -2.279
N -1.012 1.196 -1.246
C -2.071 1.957 -1.394
C -2.822 1.992 -2.580
C -2.516 1.106 -3.583
C -1.440 0.213 -3.442
H -7.373 -1.205 -4.061
H -5.623 -0.551 -5.684
H -2.668 -2.514 -3.252
H -4.419 -3.166 -1.661
H 0.602 -1.879 -5.162
H 2.097 -1.394 -3.244
H -2.329 2.587 -0.545
H -3.641 2.694 -2.687
H -3.090 1.103 -4.498
C 3.483 -0.640 4.913
C 4.185 0.250 3.883
As 3.033 0.468 2.277
C 4.379 1.486 1.249
C 3.884 1.806 -0.167
C 3.279 -1.294 1.445
C 4.690 -1.870 1.381
H 4.036 -0.709 5.854
H 3.351 -1.655 4.524
H 2.485 -0.255 5.133
H 5.176 -0.146 3.633
H 4.329 1.252 4.291
H 5.324 0.936 1.222
H 4.561 2.407 1.806
H 3.648 0.898 -0.728
H 4.626 2.381 -0.731
H 2.955 2.379 -0.129
H 2.847 -1.175 0.445
H 2.607 -1.971 1.975
H 5.368 -1.219 0.821
H 4.687 -2.842 0.879
H 5.116 -2.017 2.379
```

Total charge ... -2
ΔE to the lowest compared entry with this formula, charge and spin ... 8.1 kcal per mole
Kohn-Sham gap (alpha / beta) ... 0.1518 / 0.1787 hartree
Spin multiplicity ... 2

=====

Record 5
The ion C26H28BF2O3 with charge +1 at a distorted geometry. Source: OMol25; level of theory: ωB97M-V with the def2-TZVPD basis set.

```
60
C26H28BF2O3 (ωB97M-V with the def2-TZVPD basis set)
C 4.937 1.594 2.113
C 3.778 0.797 1.675
C 3.246 -0.413 2.127
C 2.294 -0.789 1.208
C 1.777 0.390 0.509
B 1.592 0.199 -1.123
O 0.614 -0.744 -1.363
C 0.257 -0.580 -2.726
C 0.886 -1.800 -3.461
C -1.252 -0.651 -2.813
C 0.901 0.852 -3.097
C 1.395 0.860 -4.548
C -0.051 2.009 -2.659
O 2.063 0.933 -2.204
O 2.995 1.337 0.708
H 5.743 0.955 2.483
H 5.380 2.175 1.300
H 4.640 2.276 2.928
H 3.547 -0.892 3.058
H 1.627 -1.621 1.246
H 0.375 -1.961 -4.432
H 1.972 -1.717 -3.625
H 0.783 -2.691 -2.831
H -1.729 0.288 -3.160
H -1.531 -1.389 -3.591
H -1.788 -0.891 -1.879
H 1.109 1.755 -5.142
H 2.480 0.741 -4.644
H 0.926 0.024 -5.106
H -0.853 1.676 -1.982
H 0.479 2.775 -2.043
H -0.511 2.660 -3.431
F -3.755 2.365 -0.519
C -2.513 2.581 0.038
C -1.962 3.846 -0.046
C -0.757 4.109 0.629
C 0.008 3.064 1.135
C -0.470 1.773 0.934
C 0.468 0.610 1.266
C -0.452 -0.666 1.367
C -0.579 -1.471 2.445
C -1.663 -2.422 2.557
C -2.522 -2.774 1.465
C -3.639 -3.537 1.744
F -4.575 -3.614 0.738
C -3.849 -4.115 2.982
C -2.844 -4.040 3.944
C -1.747 -3.204 3.734
C -1.818 1.546 0.618
H -2.452 4.612 -0.677
H -0.368 5.139 0.721
H 0.960 3.187 1.668
H 0.949 0.942 2.176
H -1.109 -0.824 0.510
H 0.184 -1.354 3.241
H -2.375 -2.296 0.492
H -4.787 -4.614 3.138
H -2.990 -4.562 4.889
H -1.037 -3.052 4.563
H -2.385 0.615 0.753
```

Total charge ... +1
ΔE to the lowest compared entry with this formula, charge and spin ... 0.0 kcal per mole
Kohn-Sham gap ... 0.2299 hartree

=====

Record 6
An isolated molecule of C26H28BrNO7 at a distorted geometry. Source: OMol25; level of theory: ωB97M-V with the def2-TZVPD basis set.

```
63
C26H28BrNO7 (ωB97M-V with the def2-TZVPD basis set)
C -2.510 3.433 -3.392
O -1.451 2.710 -4.014
C -1.815 1.734 -4.845
O -2.951 1.485 -5.143
C -0.607 1.002 -5.413
C 0.339 0.496 -4.320
C -0.366 -0.444 -3.362
O 0.027 -1.542 -3.058
O -1.447 0.132 -2.870
C -2.370 -0.601 -2.025
C -3.562 -1.038 -2.861
C -1.691 -1.776 -1.330
O -2.067 -2.919 -1.451
C -0.641 -1.368 -0.378
C 0.321 -2.257 -0.016
N 1.315 -1.960 0.849
C 2.205 -3.011 1.296
C 1.758 -3.603 2.645
C 0.410 -4.305 2.518
C 2.829 -4.569 3.145
C 1.345 -0.707 1.413
C 2.441 -0.347 2.334
C 2.154 0.000 3.648
C 3.159 0.362 4.527
C 4.482 0.398 4.094
O 5.545 0.733 4.864
C 5.324 1.102 6.205
C 4.770 0.076 2.765
C 3.765 -0.290 1.899
C 0.381 0.210 1.128
C -0.679 -0.059 0.214
C -1.714 0.801 -0.070
Br -1.915 2.439 0.886
C -2.743 0.531 -1.017
O -3.761 1.176 -1.161
H -3.150 3.891 -4.148
H -2.037 4.193 -2.776
H -3.117 2.766 -2.777
H -0.066 1.694 -6.060
H -0.976 0.172 -6.018
H 1.186 -0.032 -4.758
H 0.703 1.347 -3.739
H -4.365 -1.358 -2.203
H -3.904 -0.206 -3.471
H -3.273 -1.869 -3.501
H 0.314 -3.244 -0.452
H 2.214 -3.796 0.538
H 3.216 -2.615 1.399
H 1.666 -2.781 3.363
H 0.101 -4.698 3.483
H -0.362 -3.621 2.171
H 0.475 -5.135 1.818
H 3.780 -4.057 3.274
H 2.966 -5.384 2.438
H 2.535 -4.992 4.101
H 1.131 -0.021 3.991
H 2.898 0.618 5.541
H 6.306 1.335 6.611
H 4.683 1.986 6.277
H 4.882 0.281 6.779
H 5.795 0.130 2.436
H 4.003 -0.505 0.866
H 0.435 1.183 1.591
```

Structure (SMILES) ... COC(=O)CCC(=O)O[C@@]1(C)C(=O)C2=CN(CC(C)C)C(c3ccc(OC)cc3)=CC2=C(Br)C1=O
Kohn-Sham gap ... 0.2694 hartree

=====

Copy entry 6 word for word.
An isolated molecule of C26H28BrNO7 at a distorted geometry. Source: OMol25; level of theory: ωB97M-V with the def2-TZVPD basis set.

```
63
C26H28BrNO7 (ωB97M-V with the def2-TZVPD basis set)
C -2.510 3.433 -3.392
O -1.451 2.710 -4.014
C -1.815 1.734 -4.845
O -2.951 1.485 -5.143
C -0.607 1.002 -5.413
C 0.339 0.496 -4.320
C -0.366 -0.444 -3.362
O 0.027 -1.542 -3.058
O -1.447 0.132 -2.870
C -2.370 -0.601 -2.025
C -3.562 -1.038 -2.861
C -1.691 -1.776 -1.330
O -2.067 -2.919 -1.451
C -0.641 -1.368 -0.378
C 0.321 -2.257 -0.016
N 1.315 -1.960 0.849
C 2.205 -3.011 1.296
C 1.758 -3.603 2.645
C 0.410 -4.305 2.518
C 2.829 -4.569 3.145
C 1.345 -0.707 1.413
C 2.441 -0.347 2.334
C 2.154 0.000 3.648
C 3.159 0.362 4.527
C 4.482 0.398 4.094
O 5.545 0.733 4.864
C 5.324 1.102 6.205
C 4.770 0.076 2.765
C 3.765 -0.290 1.899
C 0.381 0.210 1.128
C -0.679 -0.059 0.214
C -1.714 0.801 -0.070
Br -1.915 2.439 0.886
C -2.743 0.531 -1.017
O -3.761 1.176 -1.161
H -3.150 3.891 -4.148
H -2.037 4.193 -2.776
H -3.117 2.766 -2.777
H -0.066 1.694 -6.060
H -0.976 0.172 -6.018
H 1.186 -0.032 -4.758
H 0.703 1.347 -3.739
H -4.365 -1.358 -2.203
H -3.904 -0.206 -3.471
H -3.273 -1.869 -3.501
H 0.314 -3.244 -0.452
H 2.214 -3.796 0.538
H 3.216 -2.615 1.399
H 1.666 -2.781 3.363
H 0.101 -4.698 3.483
H -0.362 -3.621 2.171
H 0.475 -5.135 1.818
H 3.780 -4.057 3.274
H 2.966 -5.384 2.438
H 2.535 -4.992 4.101
H 1.131 -0.021 3.991
H 2.898 0.618 5.541
H 6.306 1.335 6.611
H 4.683 1.986 6.277
H 4.882 0.281 6.779
H 5.795 0.130 2.436
H 4.003 -0.505 0.866
H 0.435 1.183 1.591
```

Structure (SMILES) ... COC(=O)CCC(=O)O[C@@]1(C)C(=O)C2=CN(CC(C)C)C(c3ccc(OC)cc3)=CC2=C(Br)C1=O
Kohn-Sham gap ... 0.2694 hartree